{"formula": "C4H7NO", "method": "ωB97M-V/def2-TZVPD", "elements": ["C", "C", "C", "N", "C", "O", "H", "H", "H", "H", "H", "H", "H"], "coordinates": [[-1.71487, -0.28543, 0.62095], [-0.48231, -0.79220, -0.16463], [0.58747, 0.07066, -1.39780], [0.66642, -0.01728, -0.03451], [1.59655, 0.69120, 0.58022], [2.33834, 1.32505, -0.15711], [-1.39215, 0.04120, 1.62715], [-2.47163, -1.06145, 0.79728], [-2.21312, 0.56809, 0.15994], [-0.30009, -1.85318, 0.07730], [1.42177, -0.38985, -1.95851], [0.33484, 1.05609, -1.82165], [1.62876, 0.64710, 1.67134]], "forces_ev_per_a": [[0.002, 0.118, -0.318], [0.422, 0.400, 0.249], [-1.531, -1.134, -0.348], [0.648, 0.412, 0.429], [0.617, 0.463, 0.145], [0.650, 0.447, 1.038], [0.096, -0.133, -0.447], [0.296, 0.062, -0.375], [0.093, -0.015, -0.079], [-0.011, 0.276, -0.945], [-0.843, -0.418, 0.212], [-0.622, -0.602, 0.305], [0.183, 0.124, 0.136]], "mulliken_charge": [-1.080, -0.047, -0.508, 0.140, 0.102, -0.597, 0.252, 0.336, 0.297, 0.231, 0.276, 0.241, 0.357], "e_lumo_ha": 0.0338, "homo_lumo_gap_ha": 0.37959, "homo_ev": -9.411, "fmax_ev_per_a": 1.9, "smiles": "C[C@H]1CN1C=O", "energy_ev": -7795.94064}

{"formula": "C4H7NO", "method": "ωB97M-V/def2-TZVPD", "elements": ["C", "N", "C", "C", "C", "O", "H", "H", "H", "H", "H", "H", "H"], "coordinates": [[1.59072, -0.14187, -0.55568], [0.71083, -0.69287, -1.27663], [-0.65585, -0.64371, -0.84892], [-0.77680, -0.17917, 0.60124], [0.05453, 1.08235, 0.74816], [1.43824, 0.78277, 0.42722], [2.33040, -0.93073, -0.62737], [-1.00630, -1.67569, -0.96437], [-1.22211, -0.00687, -1.52585], [-0.37788, -0.93425, 1.29410], [-1.82131, 0.00025, 0.86900], [-0.32875, 1.87262, 0.08701], [0.06428, 1.46718, 1.77207]], "forces_ev_per_a": [[-0.659, -1.374, 0.030], [-0.728, -0.153, -0.036], [-0.656, 0.175, -0.085], [-0.035, 0.061, -0.006], [-0.063, 0.024, 0.002], [0.133, -0.573, -0.222], [2.336, 1.622, 0.689], [-0.288, 0.255, 0.002], [-0.382, 0.065, 0.013], [-0.104, 0.062, -0.230], [0.108, 0.063, 0.019], [0.245, -0.141, 0.024], [0.093, -0.087, -0.201]], "mulliken_charge": [0.097, -0.489, -0.478, -0.530, -0.412, -0.354, 0.365, 0.287, 0.323, 0.279, 0.326, 0.281, 0.305], "e_lumo_ha": 0.0356, "homo_lumo_gap_ha": 0.36879, "homo_ev": -9.068, "fmax_ev_per_a": 2.9, "smiles": "C1=NCCCO1", "energy_ev": -7797.43047}

{"formula": "C4H7NO", "method": "ωB97M-V/def2-TZVPD", "elements": ["C", "C", "O", "C", "C", "N", "H", "H", "H", "H", "H", "H", "H"], "coordinates": [[-2.13344, -0.28646, -0.29450], [-0.68443, -0.22836, 0.24124], [-0.45521, -0.71765, 1.33872], [0.43676, 0.38630, -0.54770], [2.02112, 0.76405, 0.30713], [1.84557, -0.52624, -0.09438], [-2.23304, -0.38047, -1.39544], [-2.67670, 0.63085, 0.02660], [-2.60234, -1.16359, 0.19350], [0.38269, 0.12670, -1.61193], [1.87740, 1.06684, 1.35598], [2.80391, 1.35188, -0.20318], [1.41771, -1.02385, 0.68396]], "forces_ev_per_a": [[0.194, 0.103, -0.037], [0.502, 0.215, 0.550], [-0.318, 0.186, -0.176], [2.987, -1.685, 1.021], [-1.770, 0.673, -0.848], [-1.758, -0.070, -0.448], [0.267, 0.141, 0.631], [0.403, -0.562, -0.203], [0.236, 0.572, -0.285], [0.347, 1.057, 0.276], [-0.346, -0.190, -0.449], [-0.882, -0.119, -0.167], [0.138, -0.321, 0.135]], "mulliken_charge": [-0.999, 0.724, -0.627, -0.409, -0.160, -0.528, 0.327, 0.252, 0.304, 0.294, 0.227, 0.253, 0.339], "e_lumo_ha": 0.0313, "homo_lumo_gap_ha": 0.37634, "homo_ev": -9.390, "fmax_ev_per_a": 3.6, "smiles": "CC(=O)[C@H]1CN1", "energy_ev": -7796.03837}

{"formula": "C4H7NO", "method": "ωB97M-V/def2-TZVPD", "elements": ["C", "C", "C", "N", "C", "O", "H", "H", "H", "H", "H", "H", "H"], "coordinates": [[-1.62001, -0.47050, 0.26796], [-0.31131, -0.62583, -0.48304], [0.04422, 0.50867, -1.42443], [0.67526, 0.34063, -0.14547], [1.66221, 0.42070, 0.65368], [1.75440, -0.49701, 1.61556], [-1.54570, -0.86920, 1.28700], [-2.39264, -1.05526, -0.24107], [-1.98807, 0.57042, 0.34421], [1.15824, -1.22060, 1.31398], [0.67807, 0.32992, -2.29386], [-0.57100, 1.41180, -1.48572], [2.45633, 1.15626, 0.59122]], "forces_ev_per_a": [[-0.112, -0.056, 0.082], [-0.129, 0.033, -0.017], [0.069, 0.257, -0.277], [0.339, -0.116, 0.273], [-0.190, 0.082, -0.168], [-0.099, -0.046, -0.114], [0.004, 0.037, -0.159], [0.117, 0.082, 0.074], [0.145, -0.108, -0.039], [0.091, 0.038, 0.204], [-0.145, 0.007, 0.129], [0.050, -0.129, 0.047], [-0.139, -0.080, -0.034]], "mulliken_charge": [-0.804, -0.609, -0.386, 0.122, 0.138, -0.440, 0.219, 0.316, 0.298, 0.318, 0.251, 0.222, 0.355], "e_lumo_ha": 0.0312, "homo_lumo_gap_ha": 0.29584, "homo_ev": -7.201, "fmax_ev_per_a": 0.5, "energy_ev": -7795.13580}

{"formula": "C4H7NO", "method": "ωB97M-V/def2-TZVPD", "elements": ["O", "C", "C", "C", "C", "N", "H", "H", "H", "H", "H", "H", "H"], "coordinates": [[-1.10531, -1.70984, 0.34758], [-0.34179, -1.46406, -0.81597], [-0.25322, 0.02547, -0.63458], [0.89327, 0.74667, -0.17417], [0.31645, 1.63160, 0.86811], [0.27647, 0.20092, 1.01636], [-0.68057, -1.01699, 0.96858], [-0.87647, -1.80875, -1.72185], [0.64660, -1.95676, -0.82070], [-1.20477, 0.52331, -0.83028], [1.92433, 0.54668, -0.40008], [-0.64420, 2.12381, 0.71977], [1.03149, 2.16165, 1.49087]], "forces_ev_per_a": [[-0.072, -1.043, 0.626], [0.097, 0.305, 0.218], [0.075, 0.263, 0.727], [0.712, 0.556, -0.589], [0.110, 0.612, -0.287], [-0.451, 0.064, -1.004], [-1.114, -1.795, -0.438], [0.091, 0.445, 0.463], [-0.198, 0.142, 0.180], [0.336, 0.205, 0.300], [0.279, 0.256, -0.104], [0.255, 0.167, -0.236], [-0.120, -0.176, 0.145]], "mulliken_charge": [-0.580, -0.348, -0.130, -0.123, -0.298, -0.540, 0.504, 0.305, 0.213, 0.259, 0.289, 0.210, 0.240], "e_lumo_ha": 0.0388, "homo_lumo_gap_ha": 0.38673, "homo_ev": -9.469, "fmax_ev_per_a": 2.2, "smiles": "OC[C@@H]1[C@H]2CN12", "energy_ev": -7795.18350}

{"formula": "C4H7NO", "method": "ωB97M-V/def2-TZVPD", "elements": ["C", "C", "N", "C", "C", "O", "H", "H", "H", "H", "H", "H", "H"], "coordinates": [[-0.41748, 2.22416, -0.87014], [0.12244, 0.83952, -0.73410], [-0.44215, -0.00293, 0.09910], [0.46445, -0.95567, 0.42465], [-0.02810, -2.14051, 1.20220], [1.65250, -0.85393, 0.05089], [-1.04535, 2.49093, -0.01845], [0.40935, 2.93107, -0.96458], [-1.01900, 2.27051, -1.78371], [0.74336, 0.50531, -1.58046], [0.03869, -3.03241, 0.57296], [0.58889, -2.27617, 2.09348], [-1.06759, -1.99989, 1.50816]], "forces_ev_per_a": [[-0.009, -0.202, 0.264], [-2.984, -0.299, -0.755], [1.126, 2.971, -0.443], [2.573, -1.945, -1.089], [-0.270, 0.042, 0.200], [-1.397, -0.602, 1.276], [0.110, -0.053, -0.096], [-0.054, 0.021, -0.095], [0.125, 0.094, -0.043], [0.512, 0.012, 0.903], [0.114, 0.080, 0.122], [0.004, -0.095, -0.184], [0.153, -0.022, -0.061]], "mulliken_charge": [-1.034, 0.320, -0.536, 0.692, -0.891, -0.616, 0.295, 0.326, 0.277, 0.349, 0.250, 0.270, 0.297], "e_lumo_ha": -0.0043, "homo_lumo_gap_ha": 0.35096, "homo_ev": -9.667, "fmax_ev_per_a": 3.4, "smiles": "C/C=N/C(C)=O", "energy_ev": -7798.02170}

{"formula": "C4H7NO", "method": "ωB97M-V/def2-TZVPD", "elements": ["C", "C", "C", "N", "C", "H", "H", "H", "H", "H", "O", "H", "H"], "coordinates": [[0.16843, 0.18130, -0.18812], [0.14749, 0.32202, 1.20200], [-1.13042, 0.41304, 1.68248], [-2.03040, 0.60847, 0.51175], [-1.19023, 0.40226, -0.58210], [1.02040, 0.27356, -0.95529], [1.12323, 0.16463, 1.76312], [-1.47778, 0.39760, 2.68845], [-2.99344, 0.63109, 0.63607], [-1.45905, 0.92813, -1.45099], [2.89675, -1.39772, -1.95086], [3.12153, -2.36700, -1.81601], [3.73231, -1.01727, -1.52622]], "forces_ev_per_a": [[-2.140, 1.806, -2.549], [2.056, -1.610, 1.400], [-1.251, 0.972, -2.601], [5.966, -1.462, 2.692], [1.130, 0.617, 1.256], [-1.456, -0.491, 1.651], [-1.760, 0.371, -0.228], [-0.370, 0.049, 0.330], [-1.670, 0.033, -0.404], [-0.528, -0.312, -1.536], [2.611, -1.169, 1.335], [-0.815, 1.516, -0.424], [-1.774, -0.321, -0.921]], "mulliken_charge": [-0.175, -0.173, -0.572, -0.058, -0.409, 0.209, 0.296, 0.380, 0.172, 0.327, -0.638, 0.319, 0.321], "e_lumo_ha": 0.0312, "homo_lumo_gap_ha": 0.32424, "homo_ev": -7.975, "fmax_ev_per_a": 6.7, "smiles": "c1cc[nH]c1.O", "energy_ev": -7797.47589}

{"formula": "C4H7NO", "method": "ωB97M-V/def2-TZVPD", "elements": ["C", "C", "O", "C", "C", "N", "H", "H", "H", "H", "H", "H", "H"], "coordinates": [[-1.45491, -1.27708, -0.73520], [-0.32921, -0.65637, 0.08655], [0.01598, -1.17974, 1.13912], [0.27911, 0.53629, -0.47565], [1.03266, 1.37608, 1.13005], [1.54611, 1.00587, -0.05118], [-1.10709, -2.20811, -1.19382], [-1.83034, -0.62527, -1.52837], [-2.27900, -1.53487, -0.06607], [-0.06122, 0.88894, -1.45136], [1.43066, 0.99716, 2.07574], [0.37048, 2.22835, 1.17640], [2.38676, 0.44874, -0.10622]], "forces_ev_per_a": [[-0.040, 0.014, -0.005], [0.036, 0.038, 0.057], [0.035, -0.074, -0.087], [-0.270, -0.149, -0.300], [0.095, 0.117, 0.125], [0.132, 0.095, 0.127], [0.051, 0.115, 0.089], [0.111, -0.018, 0.116], [0.123, 0.030, -0.028], [-0.045, 0.046, 0.314], [-0.309, -0.183, -0.245], [0.109, 0.036, -0.195], [-0.028, -0.068, 0.033]], "mulliken_charge": [-1.043, 0.822, -0.640, -0.639, -0.216, -0.202, 0.247, 0.325, 0.301, 0.261, 0.266, 0.240, 0.277], "e_lumo_ha": 0.0053, "homo_lumo_gap_ha": 0.31401, "homo_ev": -8.401, "fmax_ev_per_a": 0.4, "energy_ev": -7796.08249}

{"formula": "C4H7NO", "method": "ωB97M-V/def2-TZVPD", "elements": ["C", "C", "C", "N", "C", "O", "H", "H", "H", "H", "H", "H", "H"], "coordinates": [[-1.44215, -0.07007, 0.51368], [-0.30784, -0.86025, -0.12782], [0.33423, -0.27664, -1.32180], [1.17764, -0.36054, -0.16437], [1.46433, 0.72645, 0.63568], [1.30688, 1.88725, 0.34562], [-1.62433, -0.35077, 1.55274], [-2.39648, -0.20436, -0.02180], [-1.22426, 1.00687, 0.47008], [0.18942, -1.74838, 0.23403], [0.61108, -0.88111, -2.17987], [0.03181, 0.74381, -1.54263], [1.87967, 0.38773, 1.60647]], "forces_ev_per_a": [[0.247, -0.097, 0.151], [0.969, 0.437, 0.680], [0.243, 0.194, -0.327], [0.396, 0.679, 0.005], [-0.074, 0.649, -0.139], [0.145, -0.034, 0.143], [0.130, 0.019, -0.049], [0.491, -0.198, -0.019], [0.045, -0.264, 0.071], [-2.333, -1.550, -0.326], [0.127, 0.056, 0.128], [-0.274, -0.157, -0.185], [-0.113, 0.266, -0.133]], "mulliken_charge": [-1.166, -0.012, -0.373, -0.303, 0.102, -0.503, 0.289, 0.313, 0.346, 0.451, 0.220, 0.273, 0.362], "e_lumo_ha": 0.0381, "homo_lumo_gap_ha": 0.39721, "homo_ev": -9.771, "fmax_ev_per_a": 2.8, "smiles": "C[C@H]1CN1C=O", "energy_ev": -7796.78074}

{"formula": "C4H7NO", "method": "ωB97M-V/def2-TZVPD", "elements": ["C", "C", "O", "C", "N", "C", "H", "H", "H", "H", "H", "H", "H"], "coordinates": [[0.77322, -0.45704, 0.44694], [-1.42019, -1.54522, 0.00661], [-0.64612, -0.10921, 0.35856], [-0.68261, 0.98437, -0.51476], [0.40981, 1.55515, -0.74826], [1.42002, 0.86914, 0.07613], [0.93874, -0.84025, 1.45197], [0.94217, -1.25378, -0.28179], [-1.73602, -1.26794, -1.01658], [-2.29785, -1.39816, 0.65446], [-1.66356, 1.23562, -0.90756], [1.61546, 1.48746, 0.95735], [2.34693, 0.73987, -0.48308]], "forces_ev_per_a": [[0.194, 0.118, 0.045], [-0.467, 0.140, -0.148], [0.172, -0.352, -0.018], [0.188, 0.174, -0.227], [-0.391, -0.178, 0.150], [0.292, -0.011, 0.118], [0.053, 0.142, -0.118], [-0.050, 0.182, 0.133], [-0.111, -0.156, 0.104], [-0.008, 0.028, -0.150], [0.141, -0.151, 0.161], [0.063, -0.002, -0.124], [-0.075, 0.067, 0.075]], "mulliken_charge": [-0.335, -0.701, -0.189, 0.095, -0.438, -0.408, 0.294, 0.315, 0.163, 0.201, 0.419, 0.274, 0.309], "e_lumo_ha": 0.0310, "homo_lumo_gap_ha": 0.31483, "homo_ev": -7.722, "fmax_ev_per_a": 0.5, "energy_ev": -7794.24189}